{
  "formula": "C4H7N3",
  "method": "the ωB97M-V functional and the def2-TZVPD basis",
  "homo_lumo_gap_ev": [7.023, 7.023],
  "molar_mass_g_mol": 97.1,
  "energy_ev": -8728.0523,
  "elements": ["N", "N", "C", "H", "N", "H", "H", "H", "H", "C", "C", "C", "H", "H"],
  "xyz": [[0.286508, 1.543781, -0.782682], [-1.450047, -0.975552, 1.792842], [-0.912715, -0.859731, 0.728663], [1.179860, 1.765078, -0.353559], [1.529059, -0.098549, 1.087792], [2.291393, -0.725684, 1.304330], [1.040212, 0.126044, 1.956496], [-2.223587, 0.416992, -1.111695], [-1.467034, -1.174003, -1.538290], [-1.400296, -0.267509, -0.942908], [-0.083228, 0.280832, -0.748579], [0.584185, -0.678447, 0.177540], [-0.284508, 2.236648, -1.241152], [0.910196, -1.589902, -0.328797]],
  "atomic_forces_ev_per_a": [[0.05, -0.91, -0.23], [-0.20, 0.10, -0.72], [2.07, -0.23, 1.22], [-0.21, 0.15, 0.12], [-0.04, 0.03, 0.04], [-0.08, 0.04, 0.00], [0.14, -0.15, -0.14], [-0.01, 0.12, -0.15], [0.09, -0.15, 0.32], [0.46, 0.82, -0.83], [-1.53, 0.93, -0.36], [-1.20, -0.92, 0.68], [0.18, 0.02, 0.06], [0.28, 0.16, -0.01]]
}